1.
Density functional theory data (ωB97M-V with the def2-TZVPD basis set) for C45H54BiBr4GeN2O4PSi3 as an isolated structure.

```
! wB97M-V def2-TZVPD RIJCOSX def2/J DEFGRID3
* xyz -2 1
Bi 0.164 1.098 -0.340
Br 3.693 5.256 4.530
C 3.378 4.147 3.025
C 4.423 3.724 2.228
Br 6.205 4.253 2.606
C 4.162 2.897 1.125
Br 5.544 2.237 0.009
C 2.869 2.480 0.788
O 2.599 1.699 -0.191
C 1.774 2.947 1.610
O 0.554 2.568 1.315
C 2.064 3.744 2.708
Br 0.598 4.259 3.801
N 1.575 -0.378 -4.275
C 0.841 0.415 -3.435
O -0.272 0.080 -3.059
C 1.472 1.730 -3.023
C 0.551 2.503 -2.094
H 1.273 -1.342 -4.300
H 2.576 -0.259 -4.259
H 1.739 2.277 -3.938
H 2.414 1.508 -2.509
H -0.380 2.775 -2.586
H 1.047 3.393 -1.703
C 4.034 -2.249 2.941
C 3.732 -1.122 2.192
C 3.028 -1.245 1.000
C 2.614 -2.492 0.533
C 2.901 -3.616 1.308
C 3.609 -3.496 2.495
P 1.753 -2.575 -1.098
C 3.270 -2.566 -2.197
C 3.148 -3.076 -3.498
C 4.119 -2.867 -4.465
C 5.250 -2.115 -4.169
C 5.389 -1.591 -2.891
C 4.417 -1.816 -1.923
C 1.331 -4.364 -1.191
C 2.020 -5.410 -1.748
C 1.472 -6.713 -1.700
C 0.266 -6.951 -1.100
C -0.456 -5.895 -0.487
C -1.684 -6.077 0.190
C -2.271 -5.001 0.803
C -1.669 -3.717 0.783
C -0.472 -3.448 0.138
C 0.095 -4.587 -0.516
H 4.585 -2.158 3.869
H 4.048 -0.138 2.522
H 2.837 -0.349 0.418
H 2.577 -4.594 0.974
H 3.831 -4.384 3.076
H 2.261 -3.644 -3.761
H 3.988 -3.285 -5.457
H 6.007 -1.937 -4.923
H 6.256 -0.991 -2.640
H 4.557 -1.381 -0.942
H 2.983 -5.262 -2.221
H 2.024 -7.534 -2.147
H -0.139 -7.959 -1.071
H -2.144 -7.061 0.221
H -3.220 -5.137 1.317
H -2.201 -2.916 1.297
C -3.435 -0.801 -2.064
Si -3.690 1.062 -2.069
C -5.564 1.351 -1.980
C -3.174 1.728 -3.759
Ge -2.475 2.017 -0.253
Si -2.606 4.403 -0.469
C -4.357 5.114 -0.292
C -2.003 5.066 -2.136
C -1.559 5.282 0.822
Si -3.756 1.533 1.702
C -2.998 2.470 3.156
C -5.572 2.090 1.592
C -3.902 -0.293 2.140
H -3.937 -1.264 -2.920
H -3.837 -1.250 -1.152
H -2.374 -1.055 -2.114
H -6.016 1.028 -2.924
H -5.822 2.400 -1.821
H -6.018 0.767 -1.177
H -3.620 1.108 -4.544
H -2.091 1.696 -3.880
H -3.519 2.754 -3.905
H -5.067 4.655 -0.983
H -4.324 6.188 -0.503
H -4.740 4.988 0.723
H -2.528 4.626 -2.985
H -0.936 4.889 -2.271
H -2.169 6.149 -2.157
H -1.937 5.127 1.835
H -1.541 6.359 0.621
H -0.534 4.904 0.805
H -3.342 3.509 3.167
H -1.909 2.481 3.081
H -3.280 2.012 4.110
H -5.709 3.075 1.148
H -5.991 2.112 2.605
H -6.158 1.376 1.010
H -2.928 -0.780 2.136
H -4.557 -0.812 1.434
H -4.343 -0.386 3.138
O -0.817 -0.122 1.988
N -0.033 -0.469 2.941
C 0.273 -1.777 3.114
C 1.075 -2.168 4.163
C 1.603 -1.226 5.033
C 1.320 0.112 4.802
C 0.507 0.473 3.752
H -0.139 -2.434 2.356
H 1.301 -3.220 4.265
H 2.245 -1.525 5.851
H 1.729 0.898 5.423
H 0.241 1.483 3.483
*
```

Properties
**Calculated total energy**: -15955.1745 a.u.
**ΔE to the lowest compared entry with this formula, charge and spin**: 0.622 eV
**HOMO-LUMO gap**: 5.54 eV

=====

2.
Density functional theory data (ωB97M-V with the def2-TZVPD basis set) for C45H54BrCsF6N6O3PSi as an isolated structure at a distorted geometry.

```
! wB97M-V def2-TZVPD RIJCOSX def2/J DEFGRID3
* xyz -1 1
Cs -1.637 2.525 -2.567
O -2.458 4.238 2.635
C -2.049 5.415 2.926
C -2.696 6.220 3.908
C -2.005 7.199 4.553
C -0.658 7.459 4.233
C -0.103 6.805 3.135
C -0.719 5.809 2.398
C 0.059 4.676 1.549
O -0.774 3.734 0.987
N 0.954 5.241 0.595
N 1.231 4.585 -0.517
C 2.035 5.155 -1.391
C 2.230 4.649 -2.788
Br 2.052 2.694 -2.733
C 2.788 5.550 -3.701
C 2.423 5.692 -5.059
C 3.336 6.091 -6.022
C 2.939 6.173 -7.356
C 1.731 5.679 -7.724
C 0.762 5.452 -6.778
C 1.041 5.553 -5.439
H -1.578 3.783 1.706
H -3.686 5.967 4.258
H -2.390 7.671 5.476
H -0.071 8.134 4.881
H 0.883 7.187 2.790
H 0.685 4.193 2.400
H 1.567 5.943 0.992
H 2.472 6.149 -1.204
H 3.564 6.268 -3.298
H 4.351 6.313 -5.737
H 3.687 6.569 -8.056
H 1.453 5.460 -8.735
H -0.238 5.206 -7.137
H 0.242 5.533 -4.676
C 2.206 -2.365 0.489
Si 3.552 -3.466 0.951
C 3.391 -5.200 0.087
N 2.662 -5.288 -1.142
C 3.284 -5.076 -2.451
C 2.265 -4.504 -3.469
C 1.233 -3.666 -2.818
C 0.383 -4.516 -1.880
C 1.212 -5.527 -1.132
C 3.634 -3.908 2.781
C 4.465 -3.370 3.791
C 4.275 -3.734 5.125
C 3.361 -4.717 5.467
C 2.439 -5.176 4.475
C 2.519 -4.691 3.184
C 5.188 -2.718 0.592
C 5.328 -1.353 0.886
C 6.582 -0.727 0.954
C 7.729 -1.418 0.561
C 7.645 -2.766 0.223
C 6.385 -3.422 0.331
H 2.213 -1.260 0.398
H 1.245 -2.741 0.152
H 2.892 -5.883 0.773
H 4.395 -5.618 -0.058
H 3.616 -6.044 -2.869
H 4.113 -4.420 -2.306
H 1.778 -5.281 -4.087
H 2.831 -3.948 -4.224
H 0.517 -3.352 -3.577
H 1.588 -2.692 -2.367
H -0.394 -5.072 -2.502
H -0.126 -3.858 -1.193
H 1.087 -6.551 -1.538
H 0.807 -5.662 -0.138
H 5.291 -2.758 3.500
H 4.959 -3.326 5.862
H 3.325 -5.079 6.469
H 1.623 -5.839 4.784
H 1.802 -5.017 2.393
H 4.437 -0.745 1.059
H 6.579 0.298 1.294
H 8.689 -0.879 0.493
H 8.556 -3.391 -0.039
H 6.331 -4.460 0.070
C -4.630 -0.759 5.165
N -3.898 -1.727 4.207
C -4.655 -3.070 4.203
N -6.062 -2.939 3.907
C -6.641 -2.071 4.913
N -6.044 -0.704 4.850
C -6.322 0.037 3.667
P -5.650 -0.904 2.182
C -3.901 -1.106 2.821
C -6.452 -2.543 2.574
H -4.207 0.267 5.088
H -4.496 -1.133 6.239
H -2.951 -1.891 4.576
H -4.505 -3.425 5.239
H -4.143 -3.806 3.553
H -6.399 -2.472 5.903
H -7.711 -2.037 4.853
H -5.916 1.035 3.800
H -7.418 0.076 3.427
H -3.480 -0.115 2.868
H -3.262 -1.764 2.209
H -6.190 -3.400 1.939
H -7.535 -2.410 2.476
C -3.834 -0.918 -4.632
C -3.609 0.615 -4.833
O -2.417 1.119 -4.640
C -4.540 1.302 -3.674
F -4.417 2.673 -3.515
F -4.190 0.698 -2.454
F -5.891 1.078 -3.789
C -4.037 1.068 -6.419
F -3.435 0.167 -7.304
F -3.555 2.288 -6.771
F -5.351 0.992 -6.646
H -4.012 -1.158 -3.583
H -2.910 -1.407 -5.000
H -4.650 -1.442 -5.257
*
```

Properties
**Calculated total energy**: -6125.3008 a.u.
**ΔE to the lowest compared entry with this formula, charge and spin**: 4.937 eV
**HOMO-LUMO gap**: 2.78 eV

=====

3.
Density functional theory data (ωB97M-V with the def2-TZVPD basis set) for C45H55ClN5O5P3Tl as an isolated structure at a distorted geometry.

```
! wB97M-V def2-TZVPD RIJCOSX def2/J DEFGRID3
* xyz 1 1
Tl -0.236 0.407 0.566
C 1.213 4.616 4.462
C -0.112 4.462 4.847
C -1.003 3.825 4.013
C -0.572 3.326 2.774
C 0.760 3.508 2.384
C 1.644 4.145 3.231
N -1.399 2.644 1.898
N -2.605 2.528 2.277
C -3.493 1.755 1.584
C -4.843 1.929 1.926
C -5.787 1.085 1.377
C -5.362 0.089 0.510
C -4.007 0.001 0.220
N -3.093 0.820 0.706
H 1.901 5.122 5.121
H -0.445 4.836 5.803
H -2.038 3.701 4.289
H 1.077 3.137 1.421
H 2.677 4.276 2.945
H -5.110 2.709 2.619
H -6.831 1.192 1.624
H -6.058 -0.611 0.078
H -3.646 -0.764 -0.454
C 1.379 -2.498 -3.471
C 2.182 -1.207 -3.554
P 2.110 -0.250 -1.944
C 3.668 -0.888 -1.212
C 4.915 -0.316 -1.437
C 6.045 -0.882 -0.872
C 5.946 -2.025 -0.096
C 4.703 -2.590 0.140
C 3.568 -2.016 -0.401
C 2.663 1.390 -2.595
C 3.334 1.614 -3.796
C 3.666 2.905 -4.173
C 3.329 3.984 -3.370
C 2.664 3.773 -2.174
C 2.326 2.485 -1.796
C -0.133 -2.294 -3.581
P -1.016 -1.749 -2.017
C -2.688 -1.646 -2.817
C -3.300 -0.407 -2.990
C -4.503 -0.293 -3.664
C -5.114 -1.425 -4.177
C -4.534 -2.668 -3.978
C -3.334 -2.780 -3.299
C -1.236 -3.362 -1.160
C -2.186 -3.418 -0.142
C -2.461 -4.611 0.501
C -1.774 -5.763 0.156
C -0.802 -5.710 -0.828
C -0.530 -4.520 -1.482
H 1.637 -3.003 -2.538
H 1.689 -3.146 -4.296
H 1.795 -0.585 -4.365
H 3.226 -1.448 -3.765
H 5.013 0.568 -2.051
H 7.009 -0.429 -1.040
H 6.833 -2.478 0.319
H 4.617 -3.478 0.750
H 2.592 -2.435 -0.201
H 3.611 0.792 -4.438
H 4.200 3.071 -5.096
H 3.591 4.986 -3.673
H 2.414 4.610 -1.538
H 1.843 2.292 -0.847
H -0.606 -3.228 -3.898
H -0.346 -1.544 -4.351
H -2.854 0.480 -2.564
H -4.966 0.678 -3.785
H -6.046 -1.335 -4.713
H -5.026 -3.552 -4.355
H -2.900 -3.757 -3.135
H -2.702 -2.522 0.168
H -3.194 -4.633 1.292
H -1.990 -6.697 0.655
H -0.250 -6.601 -1.095
H 0.235 -4.521 -2.243
Cl 1.915 -3.167 3.277
C 0.700 -3.726 2.125
C -0.511 -2.752 2.253
O -1.498 -3.135 2.852
O -0.318 -1.626 1.716
H 0.422 -4.745 2.387
H 1.140 -3.675 1.130
C 4.474 -1.311 3.435
O 3.628 -0.241 3.069
P 2.352 -0.378 2.063
O 2.710 0.849 0.997
C 3.723 1.814 1.224
O 1.329 0.576 2.949
C 0.819 0.133 4.194
H 5.449 -0.883 3.672
H 4.584 -2.040 2.635
H 4.073 -1.818 4.313
H 3.319 2.814 1.063
H 4.536 1.642 0.514
H 4.111 1.750 2.239
H 0.270 0.972 4.625
H 1.627 -0.156 4.872
H 0.136 -0.708 4.063
N -1.988 2.930 -4.190
C -1.639 3.675 -2.978
C -1.250 2.626 -1.921
N -0.523 1.573 -2.662
H -1.890 3.501 -5.021
H -2.947 2.595 -4.160
H -0.961 1.731 -3.629
H -2.440 4.315 -2.598
H -0.781 4.310 -3.205
H -2.150 2.195 -1.478
H -0.652 3.071 -1.128
H 0.500 1.743 -2.681
H -0.683 0.604 -2.311
*
```

Properties
**Calculated total energy**: -4054.3023 a.u.
**ΔE to the lowest compared entry with this formula, charge and spin**: 0.933 eV
**HOMO-LUMO gap**: 6.65 eV

=====

4.
Density functional theory data (ωB97M-V with the def2-TZVPD basis set) for C45H55N4Sc as an isolated structure at a distorted geometry.

```
! wB97M-V def2-TZVPD RIJCOSX def2/J DEFGRID3
* xyz 0 1
Sc -0.231 -0.292 0.584
C 3.482 -0.386 2.148
C 3.616 -1.111 0.838
C 4.524 -2.155 0.700
C 4.636 -2.849 -0.492
C 3.831 -2.499 -1.565
C 2.914 -1.463 -1.462
C 2.039 -1.088 -2.625
C 2.812 -0.761 -0.253
N 1.823 0.246 -0.126
C 2.121 1.541 -0.138
C 3.527 2.041 -0.349
C 1.063 2.486 -0.039
C 1.440 3.930 0.188
N -0.207 2.055 -0.057
C -1.227 2.972 -0.392
C -2.362 3.154 0.421
C -2.563 2.426 1.721
C -3.345 4.065 0.050
C -3.245 4.807 -1.111
C -2.164 4.586 -1.946
C -1.169 3.672 -1.623
C -0.098 3.438 -2.662
H 3.865 -0.997 2.965
H 2.436 -0.153 2.348
H 4.036 0.557 2.142
H 5.150 -2.424 1.543
H 5.340 -3.667 -0.580
H 3.914 -3.041 -2.500
H 2.149 -1.805 -3.437
H 2.298 -0.095 -3.002
H 0.993 -1.070 -2.315
H 4.199 1.206 -0.540
H 3.893 2.591 0.521
H 3.568 2.718 -1.204
H 2.035 4.000 1.101
H 0.558 4.554 0.309
H 2.046 4.338 -0.622
H -1.765 1.722 1.924
H -3.516 1.892 1.708
H -2.608 3.124 2.559
H -4.201 4.198 0.703
H -4.001 5.536 -1.372
H -2.090 5.125 -2.884
H -0.561 3.377 -3.648
H 0.456 2.518 -2.490
H 0.608 4.270 -2.689
N -2.187 -0.095 -0.496
C -3.331 -0.168 -0.486
C -4.746 -0.231 -0.463
C -5.413 -0.318 0.763
C -6.794 -0.340 0.780
C -7.511 -0.283 -0.409
C -6.844 -0.216 -1.626
C -5.463 -0.186 -1.662
H -4.838 -0.371 1.679
H -7.315 -0.403 1.725
H -8.592 -0.294 -0.388
H -7.403 -0.185 -2.551
H -4.927 -0.129 -2.600
C -0.977 -3.121 3.436
C -2.353 -2.446 3.470
C -3.052 -2.549 2.109
C -2.315 -1.020 3.984
C -3.344 -0.613 4.806
C -3.333 0.623 5.451
C -2.177 1.403 5.387
C -1.121 1.066 4.573
C 0.178 1.836 4.722
C 1.330 0.859 4.989
C 0.510 2.765 3.551
C -1.260 -0.066 3.653
N -0.542 -0.158 2.569
H -1.095 -4.193 3.265
H -0.455 -2.977 4.384
H -0.369 -2.712 2.634
H -2.967 -2.996 4.192
H -2.489 -1.998 1.357
H -4.070 -2.153 2.164
H -3.104 -3.590 1.785
H -4.172 -1.295 4.978
H -4.172 0.933 6.060
H -2.097 2.285 6.013
H 0.062 2.462 5.613
H 1.439 0.182 4.146
H 1.118 0.259 5.877
H 2.271 1.389 5.141
H 0.640 2.184 2.641
H 1.431 3.312 3.765
H -0.287 3.494 3.394
C 1.606 -5.430 0.300
C 0.300 -5.014 -0.394
C 0.389 -5.322 -1.893
C -0.878 -5.775 0.230
C 0.101 -3.572 -0.195
C -0.059 -2.379 -0.012
H 1.773 -6.504 0.186
H 1.561 -5.190 1.363
H 2.452 -4.893 -0.130
H 0.527 -6.394 -2.053
H 1.235 -4.793 -2.337
H -0.521 -5.007 -2.405
H -0.745 -6.852 0.104
H -1.819 -5.482 -0.239
H -0.946 -5.556 1.296
*
```

Properties
**Calculated total energy**: -2727.4940 a.u.
**HOMO-LUMO gap (alpha / beta)**: 7.00 / 4.95 eV